i | Entry from the Open Molecules 2025 dataset: an isolated molecule of C2HF4IO (ωB97M-V with the def2-TZVPD basis set).

Structure (XYZ):
```
9
Properties=species:S:1:pos:R:3:lowdin_charge:R:1
C -0.73 -0.20 -0.10 -0.746
C 0.48 0.50 0.40 -0.693
O -1.18 0.29 -1.26 0.101
F -0.63 -1.52 -0.28 0.131
F -1.66 -0.01 0.87 0.116
F 0.34 1.42 1.27 0.073
F 3.29 -0.99 0.96 -0.705
I 2.23 0.38 -0.48 1.566
H -2.15 0.13 -1.38 0.157
```

Highest occupied orbital energy (alpha / beta) in eV: -9.809 / -9.750
Charge: 0
E_LUMO (alpha / beta) in eV: -1.41 / -1.87
Frontier orbital gap (alpha / beta) in eV: 8.40 / 7.88

ii | Entry from the Open Molecules 2025 dataset: a cluster of 2 separate species, C2HF4IO in total (ωB97M-V with the def2-TZVPD basis set).

Structure (XYZ):
```
9
Properties=species:S:1:pos:R:3:lowdin_charge:R:1
C 1.79 -0.35 0.76 -0.618
C -1.03 0.12 -1.48 -0.454
O 1.52 0.46 1.53 0.220
F 0.88 -1.24 0.47 0.145
F 2.81 -0.62 -0.03 0.187
F -0.01 0.96 -1.09 -0.073
F -1.77 0.76 -2.28 -0.005
I -2.65 0.20 0.48 0.789
H -1.53 -0.30 1.64 -0.192
```

Highest occupied orbital energy in eV: -8.993
Charge: 0
E_LUMO in eV: -0.07
Frontier orbital gap in eV: 8.92

Which one sits at the bottom of the stability order? i does.

i | Entry from the Open Molecules 2025 dataset: a cluster of 2 separate species, CH8N2O in total (ωB97M-V with the def2-TZVPD basis set).

Structure (XYZ):
```
12
Properties=species:S:1:pos:R:3:lowdin_charge:R:1
N -1.59 -0.72 -0.77 -0.027
C -1.15 0.43 0.00 -0.361
N 0.28 0.71 -0.31 -0.017
H -2.37 -0.60 -1.40 0.051
H -1.10 -1.60 -0.86 0.066
H -1.50 0.23 1.02 0.098
H -1.71 1.31 -0.37 0.105
H 0.38 1.64 0.08 0.056
H 0.33 0.73 -1.32 0.061
O 3.05 -0.95 1.49 -0.079
H 3.02 -0.77 0.55 0.021
H 2.36 -0.40 1.90 0.027
```

Structure (SMILES): NCN.O
Highest occupied orbital energy in eV: -9.009
Charge: 0
E_LUMO in eV: 0.96
Frontier orbital gap in eV: 9.97

ii | Entry from the Open Molecules 2025 dataset: a structure of composition CH8N2O (ωB97M-V with the def2-TZVPD basis set).

Structure (XYZ):
```
12
Properties=species:S:1:pos:R:3:lowdin_charge:R:1
N -0.75 1.86 0.95 -0.025
H -1.12 1.50 0.10 -0.049
H -0.08 1.12 1.30 -0.014
H 1.86 -0.26 1.97 0.010
H -1.63 1.90 1.58 0.051
N -0.15 -1.63 -2.25 0.153
C -0.04 -1.05 -1.01 -0.635
O -0.87 -0.77 -0.07 -0.060
H -1.11 -1.21 -2.58 0.106
H 2.61 0.02 1.97 0.029
H 0.96 -1.56 -0.72 0.163
H 0.31 0.07 -1.24 0.271
```

Highest occupied orbital energy in eV: -9.671
Charge: 0
E_LUMO in eV: -3.02
Frontier orbital gap in eV: 6.66

Which one sits at the bottom of the stability order? ii does.

i | Entry from the Open Molecules 2025 dataset: a structure of composition C6H15AgO3 (ωB97M-V with the def2-TZVPD basis set).

Structure (XYZ):
```
25
Properties=species:S:1:pos:R:3:mulliken_spin:R:1
H 0.84 -1.92 0.30 0.637
C 2.88 0.63 1.76 0.001
O 1.78 0.76 0.86 0.009
C 2.16 1.12 -0.46 0.016
C 0.88 1.38 -1.23 -0.010
O 0.01 0.27 -0.98 -0.019
C -1.39 0.47 -1.37 -0.008
C -2.18 -0.72 -0.90 0.013
O -1.89 -0.89 0.49 0.007
C -2.67 -1.89 1.13 0.003
Ag 0.08 -0.45 0.99 0.353
H 2.48 0.26 2.71 0.001
H 3.62 -0.08 1.36 0.001
H 3.35 1.61 1.91 0.001
H 2.73 0.30 -0.91 -0.005
H 2.77 2.03 -0.45 0.002
H 1.08 1.46 -2.31 0.000
H 0.41 2.31 -0.89 -0.002
H -1.43 0.54 -2.47 0.001
H -1.79 1.42 -0.98 -0.003
H -1.89 -1.63 -1.44 -0.003
H -3.26 -0.54 -1.03 0.002
H -2.33 -1.94 2.17 0.001
H -3.73 -1.63 1.08 0.001
H -2.50 -2.87 0.65 0.000
```

Expectation value of S²: 0.756
Highest occupied orbital energy (alpha / beta) in eV: -12.769 / -13.168
Charge: +1
2S+1: 2
E_LUMO (alpha / beta) in eV: -3.03 / -5.07
Frontier orbital gap (alpha / beta) in eV: 9.74 / 8.09

ii | Entry from the Open Molecules 2025 dataset: a structure of composition C6H15AgO3 (ωB97M-V with the def2-TZVPD basis set).

Structure (XYZ):
```
25
Properties=species:S:1:pos:R:3:mulliken_spin:R:1
C -1.23 -2.87 0.64 -0.001
C -0.65 -3.58 -0.56 0.000
O 0.55 -2.90 -0.95 0.001
Ag 0.54 -0.96 -2.13 0.004
H -1.54 -3.60 1.40 0.000
H -0.48 -2.21 1.12 0.001
H -2.12 -2.28 0.36 0.000
H -1.36 -3.57 -1.40 0.000
H -0.41 -4.62 -0.32 0.000
O 2.08 0.42 -0.95 0.819
C 1.71 0.80 0.29 0.003
C 0.35 1.47 0.39 0.014
C 0.30 2.59 1.42 -0.002
C -0.88 3.52 1.17 0.002
O -0.90 4.51 2.18 0.000
H 1.31 -3.17 -0.40 0.000
H 2.53 1.44 0.69 0.056
H 1.79 -0.09 0.95 0.109
H -0.40 0.70 0.65 0.001
H 0.09 1.88 -0.60 -0.010
H 1.23 3.17 1.39 0.003
H 0.20 2.17 2.43 0.000
H -1.82 2.95 1.16 0.000
H -0.77 3.99 0.17 0.000
H -1.59 5.14 1.99 0.000
```

Expectation value of S²: 0.755
Highest occupied orbital energy (alpha / beta) in eV: -12.940 / -12.941
Charge: +1
2S+1: 2
E_LUMO (alpha / beta) in eV: -4.92 / -6.23
Frontier orbital gap (alpha / beta) in eV: 8.02 / 6.71

Which one sits at the bottom of the stability order? i does.

i | Entry from the Open Molecules 2025 dataset: an isolated molecule of C24H35N3O4S (ωB97M-V with the def2-TZVPD basis set).

Structure (XYZ):
```
67
Properties=species:S:1:pos:R:3:lowdin_charge:R:1
C -1.80 4.32 -1.56 -0.092
C -0.41 3.71 -1.70 -0.192
C -0.30 2.23 -1.28 -0.525
C -1.22 1.36 -2.13 -0.018
C -0.59 2.04 0.21 -0.010
N 1.07 1.79 -1.55 0.135
C 2.19 2.35 -1.06 -0.457
O 2.22 3.36 -0.40 0.062
C 3.48 1.61 -1.44 -0.194
C 3.92 1.95 -2.87 -0.138
C 3.08 1.22 -3.91 -0.162
C 3.06 -0.28 -3.61 -0.198
N 2.55 -0.51 -2.27 -0.253
S 2.31 -2.17 -1.96 0.691
O 3.55 -2.78 -1.58 -0.273
O 1.61 -2.70 -3.09 -0.283
C 1.20 -2.09 -0.57 -0.275
C 1.68 -2.16 0.72 -0.048
C 0.82 -2.04 1.80 0.036
C -0.53 -1.87 1.55 -0.131
C -1.01 -1.82 0.23 -0.152
C -0.15 -1.94 -0.83 -0.015
C -2.49 -1.61 0.25 -0.058
C -2.86 -1.80 1.73 -0.292
C -3.52 -3.16 1.97 -0.022
N -1.58 -1.73 2.45 0.064
C -1.43 -1.64 3.81 -0.385
O -0.33 -1.73 4.34 0.084
C -2.66 -1.44 4.62 -0.199
C -2.46 -0.96 6.04 -0.095
C -2.86 -2.37 5.80 -0.094
C 3.39 0.10 -1.26 -0.162
H -2.52 3.83 -2.20 0.065
H -1.76 5.37 -1.85 0.073
H -2.16 4.27 -0.53 0.068
H 0.29 4.28 -1.09 0.103
H -0.09 3.80 -2.74 0.119
H -1.04 0.31 -1.91 0.057
H -1.04 1.52 -3.19 0.093
H -2.26 1.58 -1.92 0.081
H -0.40 1.00 0.49 0.075
H -1.63 2.28 0.44 0.077
H 0.06 2.68 0.79 0.087
H 1.17 0.87 -1.97 0.104
H 4.24 2.00 -0.74 0.151
H 3.86 3.03 -3.02 0.123
H 4.97 1.65 -2.99 0.121
H 2.06 1.61 -3.90 0.105
H 3.49 1.38 -4.90 0.118
H 2.41 -0.82 -4.30 0.117
H 4.08 -0.68 -3.70 0.135
H 2.74 -2.32 0.87 0.119
H 1.19 -2.09 2.81 0.106
H -0.49 -1.94 -1.86 0.121
H -3.02 -2.33 -0.39 0.127
H -2.74 -0.61 -0.10 0.115
H -3.52 -0.99 2.07 0.139
H -3.69 -3.32 3.03 0.071
H -4.47 -3.21 1.45 0.086
H -2.87 -3.95 1.60 0.095
H -3.55 -1.10 4.11 0.124
H -1.44 -0.78 6.34 0.105
H -3.18 -0.27 6.45 0.104
H -2.11 -3.14 5.94 0.110
H -3.86 -2.68 6.03 0.102
H 2.96 -0.14 -0.28 0.120
H 4.40 -0.34 -1.30 0.135
```

Structure (SMILES): CCC(C)(C)NC(=O)[C@@H]1CCCN(S(=O)(=O)c2ccc3c(c2)C[C@@H](C)N3C(=O)C2CC2)C1
Highest occupied orbital energy in eV: -8.786
Charge: 0
E_LUMO in eV: 0.50
Frontier orbital gap in eV: 9.29

ii | Entry from the Open Molecules 2025 dataset: an isolated molecule of C24H35N3O4S (ωB97M-V with the def2-TZVPD basis set).

Structure (XYZ):
```
67
Properties=species:S:1:pos:R:3:lowdin_charge:R:1
C -2.11 -6.68 -0.75 -0.099
O -1.67 -5.62 0.06 -0.089
C -2.41 -4.47 0.08 -0.277
C -1.91 -3.43 0.85 0.007
C -2.58 -2.22 0.94 -0.043
C -3.78 -2.02 0.26 -0.239
N -4.53 -0.83 0.37 -0.105
C -5.08 -0.27 -0.85 -0.132
C -3.96 0.36 -1.71 -0.151
N -2.79 0.65 -0.91 -0.245
S -1.40 -0.17 -1.30 0.660
O -0.54 -0.19 -0.14 -0.306
O -1.68 -1.41 -1.96 -0.268
C -0.67 0.95 -2.54 -0.172
C -0.37 2.30 -1.91 -0.194
N 0.64 2.19 -0.89 0.066
C 1.90 2.64 -1.08 -0.432
O 2.20 3.35 -2.02 0.076
C 2.90 2.18 -0.02 -0.347
C 2.41 2.53 1.39 -0.079
C 3.43 2.06 2.42 -0.290
C 3.60 0.55 2.31 -0.117
C 4.11 0.20 0.91 -0.287
C 5.45 0.88 0.66 -0.120
C 5.27 2.40 0.77 -0.291
C 4.77 2.75 2.17 -0.121
C 4.25 2.87 -0.26 -0.088
C 3.09 0.66 -0.13 -0.074
C -3.01 1.12 0.43 -0.151
C -4.03 0.24 1.20 -0.139
C -4.29 -3.08 -0.48 -0.017
C -3.62 -4.29 -0.57 -0.017
H -1.36 -7.46 -0.65 0.091
H -2.19 -6.39 -1.80 0.095
H -3.08 -7.07 -0.41 0.093
H -0.97 -3.57 1.36 0.123
H -2.12 -1.44 1.52 0.098
H -5.80 0.49 -0.55 0.122
H -5.61 -1.03 -1.42 0.108
H -3.63 -0.35 -2.47 0.110
H -4.31 1.28 -2.19 0.123
H -1.39 1.02 -3.34 0.104
H 0.24 0.47 -2.90 0.114
H -1.29 2.71 -1.48 0.116
H 0.02 3.00 -2.66 0.127
H 0.47 1.46 -0.21 0.081
H 2.27 3.62 1.47 0.134
H 1.45 2.06 1.59 0.118
H 3.07 2.32 3.43 0.140
H 4.32 0.20 3.06 0.120
H 2.65 0.05 2.50 0.120
H 4.23 -0.89 0.83 0.142
H 5.82 0.63 -0.33 0.120
H 6.18 0.54 1.39 0.119
H 6.23 2.89 0.59 0.140
H 4.66 3.83 2.27 0.120
H 5.50 2.43 2.92 0.119
H 4.12 3.95 -0.20 0.131
H 4.59 2.64 -1.27 0.129
H 3.44 0.41 -1.13 0.136
H 2.14 0.14 0.04 0.112
H -2.03 1.10 0.92 0.106
H -3.35 2.16 0.38 0.123
H -4.90 0.85 1.48 0.119
H -3.61 -0.17 2.11 0.116
H -5.23 -2.99 -0.99 0.107
H -4.06 -5.07 -1.17 0.103
```

Structure (SMILES): COc1ccc(N2CCN(S(=O)(=O)CCNC(=O)[C@]34C[C@H]5C[C@H](C[C@H](C5)C3)C4)CC2)cc1
Highest occupied orbital energy in eV: -7.378
Charge: 0
E_LUMO in eV: 0.56
Frontier orbital gap in eV: 7.94

Which one sits at the bottom of the stability order? ii does.

i | Entry from the Open Molecules 2025 dataset: a cluster of 2 separate species, CH3F2OPS in total (ωB97M-V with the def2-TZVPD basis set).

Structure (XYZ):
```
9
Properties=species:S:1:pos:R:3:lowdin_charge:R:1
C 1.66 0.21 -0.25 0.057
O 0.51 -0.13 -0.37 -0.250
F 0.09 2.28 -0.36 -0.400
F -1.51 -2.67 0.48 -0.170
P -0.87 0.97 -0.72 0.442
S -1.97 0.60 0.91 0.092
H 1.93 1.08 -0.77 0.090
H 2.29 -0.39 0.34 0.111
H -2.13 -1.95 0.74 0.028
```

Highest occupied orbital energy in eV: -8.747
Charge: 0
E_LUMO in eV: -1.77
Frontier orbital gap in eV: 6.98

ii | Entry from the Open Molecules 2025 dataset: a cluster of 2 separate species, CH3F2OPS in total (ωB97M-V with the def2-TZVPD basis set).

Structure (XYZ):
```
9
Properties=species:S:1:pos:R:3:lowdin_charge:R:1
F 3.17 -0.70 0.28 -0.332
P 1.66 -0.42 0.62 0.505
F 1.10 -1.31 -0.60 -0.327
S 1.63 1.54 -0.10 0.485
H 0.49 1.65 0.38 -0.302
C -1.99 -0.22 -0.10 -0.159
O -1.19 0.35 0.56 -0.098
H -1.67 -0.94 -0.93 0.094
H -3.21 0.05 -0.11 0.133
```

Structure (SMILES): FP(F)S.C=O
Highest occupied orbital energy in eV: -9.596
Charge: 0
E_LUMO in eV: 0.38
Frontier orbital gap in eV: 9.98

Which one sits at the bottom of the stability order? i does.